{"formula": "C35H72ClFN15O29P", "method": "the ωB97M-V functional and the def2-TZVPD basis", "symbols": ["C", "C", "O", "C", "C", "C", "C", "C", "O", "C", "C", "C", "C", "C", "C", "C", "C", "F", "C", "N", "C", "C", "Cl", "C", "C", "C", "P", "O", "N", "C", "H", "H", "H", "H", "H", "H", "H", "H", "H", "H", "H", "H", "H", "H", "H", "H", "H", "H", "H", "H", "H", "H", "H", "H", "H", "H", "H", "H", "H", "H", "H", "H", "H", "C", "N", "O", "O", "H", "H", "H", "C", "N", "O", "O", "H", "H", "H", "C", "N", "O", "O", "H", "H", "H", "C", "N", "O", "O", "H", "H", "H", "C", "N", "O", "O", "H", "H", "H", "C", "N", "O", "O", "H", "H", "H", "C", "N", "O", "O", "H", "H", "H", "C", "N", "O", "O", "H", "H", "H", "C", "N", "O", "O", "H", "H", "H", "C", "N", "O", "O", "H", "H", "H", "C", "N", "O", "O", "H", "H", "H", "C", "N", "O", "O", "H", "H", "H", "C", "N", "O", "O", "H", "H", "H"], "xyz": [[3.74628, 0.71687, -0.53672], [2.47160, 0.96176, -1.33818], [1.98892, -0.22657, -2.01523], [0.85706, -0.68964, -1.37792], [0.91496, -1.82274, -0.63519], [2.23187, -2.59486, -0.56832], [2.64880, -3.13943, -1.96717], [4.17218, -3.35892, -1.99545], [4.91986, -2.13903, -1.86049], [5.70017, -2.19732, -0.66252], [-0.28526, -2.24775, 0.05861], [-0.15637, -3.50232, 0.89926], [-0.31837, -4.77601, 0.01472], [-1.45668, -1.54011, -0.04874], [-2.65951, -2.04397, 0.75350], [-3.99429, -2.19124, -0.02461], [-5.00534, -1.26037, 0.65830], [-6.28232, -1.37292, 0.11996], [-1.48845, -0.36289, -0.86578], [-2.66719, 0.33557, -0.97265], [-2.62992, 1.38584, -1.76959], [-3.92142, 2.19480, -1.98364], [-5.37978, 1.29913, -1.46094], [-3.92051, 3.60039, -1.28695], [-2.87090, 3.74469, -0.16691], [-1.42495, 1.76355, -2.44063], [-1.45609, 3.22807, -3.57244], [-2.22446, 2.94151, -4.80848], [-0.26685, 1.16121, -2.34606], [-0.34062, 0.07067, -1.54266], [4.06135, 1.69311, -0.13111], [4.57643, 0.33926, -1.13859], [3.53526, 0.10568, 0.34217], [2.62845, 1.74991, -2.08845], [1.73094, 1.34440, -0.62714], [2.99575, -1.90053, -0.20580], [2.19849, -3.46030, 0.09816], [2.18650, -4.12001, -2.16627], [2.33607, -2.47532, -2.77805], [4.46677, -4.01641, -1.16302], [4.48438, -3.80559, -2.95306], [5.08037, -2.45862, 0.21007], [6.14337, -1.21720, -0.44722], [6.46511, -2.97482, -0.81202], [-0.83446, -3.52635, 1.75604], [0.84490, -3.58335, 1.34094], [-0.49664, -5.64825, 0.65569], [0.59176, -4.95576, -0.57433], [-1.12861, -4.62168, -0.70841], [-2.82049, -1.30734, 1.56226], [-2.46509, -2.99371, 1.24680], [-4.43986, -3.19438, 0.05574], [-3.92747, -1.95499, -1.09115], [-5.00063, -1.44227, 1.74619], [-4.69057, -0.21871, 0.53894], [-3.99746, 2.33979, -3.07007], [-3.77623, 4.34021, -2.08846], [-4.93786, 3.77356, -0.93190], [-1.86040, 3.86277, -0.56990], [-2.94390, 2.85116, 0.46840], [-3.16814, 4.60010, 0.45264], [-0.09485, 3.49813, -3.87011], [-1.90852, 4.34349, -2.83662], [7.31464, -2.06078, -4.37310], [8.72551, -2.08216, -3.91218], [9.45559, -1.18498, -4.26956], [9.05528, -3.00874, -3.19412], [7.16770, -1.18725, -4.99740], [7.13301, -2.96733, -4.93260], [6.68345, -2.01420, -3.48519], [10.70223, -5.76936, -2.77494], [10.10035, -6.61686, -3.83810], [8.96917, -6.35395, -4.20059], [10.78148, -7.51835, -4.28080], [9.98367, -5.01168, -2.48411], [10.94755, -6.41471, -1.93590], [11.59544, -5.31453, -3.19411], [9.20914, -5.21355, -7.37726], [9.46433, -3.86306, -6.80367], [8.49690, -3.17148, -6.53863], [10.61969, -3.54476, -6.63834], [8.13805, -5.35629, -7.46553], [9.68813, -5.24848, -8.35172], [9.64246, -5.94408, -6.70025], [7.49782, -9.40582, -4.91330], [6.57617, -9.76041, -6.02702], [6.29933, -8.88932, -6.82639], [6.16487, -10.90097, -6.05757], [7.78127, -8.36407, -5.01370], [6.96473, -9.57423, -3.98175], [8.36729, -10.05252, -4.98992], [-8.44351, 4.05590, 0.27251], [-7.04189, 4.12125, 0.76882], [-6.37329, 5.09335, 0.45631], [-6.65880, 3.20059, 1.45195], [-8.64447, 4.94073, -0.31980], [-8.53609, 3.15732, -0.33144], [-9.09485, 4.01450, 1.13990], [1.62094, 1.40023, 4.01305], [2.10375, 1.27976, 2.61495], [1.35342, 1.62886, 1.72332], [3.22315, 0.83698, 2.45882], [0.61421, 1.80673, 3.99978], [1.63021, 0.40458, 4.44749], [2.30522, 2.06965, 4.54345], [-7.05717, 8.30368, 1.34245], [-6.92408, 9.48688, 2.23522], [-7.86875, 9.76472, 2.94800], [-5.87666, 10.09449, 2.18961], [-8.03740, 7.86525, 1.49133], [-6.93877, 8.65056, 0.32004], [-6.27407, 7.60011, 1.61005], [-12.42230, 1.64372, 0.30450], [-11.28463, 2.29775, -0.39626], [-11.19320, 3.50792, -0.32198], [-10.51951, 1.57511, -0.99788], [-13.01167, 2.40718, 0.79221], [-13.00904, 1.11924, -0.44297], [-12.00102, 0.95270, 1.03041], [-7.35923, 9.47357, 6.51262], [-7.89642, 8.30637, 7.26347], [-8.31112, 8.50145, 8.38712], [-7.88092, 7.23515, 6.69378], [-7.43531, 10.35474, 7.13956], [-6.32229, 9.25788, 6.27160], [-7.95470, 9.58697, 5.61055], [9.61506, -1.11387, -0.32763], [9.04903, -2.20480, 0.51268], [8.70580, -1.92304, 1.64222], [8.97085, -3.30302, 0.00302], [9.62330, -0.19915, 0.25450], [10.62285, -1.40567, -0.60818], [8.97983, -1.01254, -1.20291], [4.08529, -1.99975, 6.41454], [3.09728, -2.42096, 5.38440], [2.72184, -1.58034, 4.59316], [2.73720, -3.57769, 5.40911], [4.30999, -0.94879, 6.26804], [3.63376, -2.16930, 7.38785], [4.97406, -2.61019, 6.28285], [-16.57343, 2.52005, 2.23713], [-15.47436, 3.01720, 1.36525], [-15.28544, 2.44288, 0.31075], [-14.83829, 3.96585, 1.77034], [-17.04768, 1.67632, 1.74866], [-16.13042, 2.22329, 3.18358], [-17.27656, 3.33669, 2.37284], [2.57905, 4.00894, 7.76288], [2.80671, 3.06569, 6.63496], [2.78734, 1.87789, 6.88036], [2.99861, 3.55898, 5.53873], [2.42464, 3.43333, 8.66846], [3.46185, 4.63637, 7.84592], [1.69968, 4.59973, 7.52229]], "forces_ev_per_a": [[-0.1, 0.5, -0.1], [0.6, 0.5, 0.0], [-0.3, 0.4, 0.8], [0.5, 0.4, -0.6], [-0.4, -0.8, 0.5], [-0.3, 0.1, -0.9], [0.6, 0.0, 0.3], [-0.1, 0.2, -0.4], [-0.2, -0.1, 0.7], [0.0, -0.1, -0.2], [1.1, 0.0, 0.0], [0.4, -0.7, -0.2], [0.0, 0.5, 0.2], [-0.1, -0.8, 0.4], [-0.5, 0.8, -0.5], [-0.9, 0.3, 0.4], [0.8, 0.5, -0.1], [0.1, -0.2, 0.2], [-1.1, 0.0, 0.4], [0.9, 0.5, -0.6], [-0.7, -0.8, 0.6], [0.5, 0.4, -0.1], [0.3, 0.0, -0.3], [0.3, -0.3, -0.6], [-1.2, -0.1, -0.1], [-0.2, 1.8, -0.5], [0.3, -0.8, -0.9], [-0.3, 0.2, 0.1], [-1.4, -0.3, 0.7], [1.3, -0.9, 0.1], [-0.1, -0.2, -0.1], [-0.3, -0.2, 0.0], [0.2, -0.1, -0.3], [0.0, -0.4, 0.0], [0.0, -0.2, -0.3], [-0.1, -0.2, -0.1], [0.0, 0.4, 0.0], [0.0, 0.3, 0.2], [0.2, 0.0, 0.2], [-0.2, -0.1, -0.4], [-0.2, -0.1, 0.3], [0.2, 0.0, -0.2], [0.0, -0.2, -0.3], [0.1, 0.3, 0.4], [0.1, 0.0, -0.3], [-0.3, 0.4, 0.0], [-0.1, 0.1, -0.3], [-0.2, 0.1, 0.2], [0.0, -0.3, 0.3], [0.0, -0.2, -0.2], [0.2, 0.3, -0.2], [0.5, 0.0, 0.0], [0.1, 0.1, 0.2], [-0.5, -0.3, -0.3], [0.0, -0.2, -0.1], [-0.3, -0.1, 0.3], [0.0, 0.0, 0.4], [0.3, 0.0, 0.2], [-0.1, 0.0, 0.3], [0.3, 0.2, -0.1], [0.4, -0.1, -0.1], [-0.2, -0.1, 0.6], [0.3, -0.1, 0.1], [-0.4, 0.3, 0.3], [-0.2, 0.1, -0.3], [0.1, 0.0, 0.2], [0.1, 0.0, 0.0], [0.1, 0.0, 0.0], [0.0, -0.1, 0.2], [0.0, -0.1, 0.0], [-0.1, 0.3, 0.2], [0.1, 0.1, 0.2], [0.0, -0.1, -0.1], [-0.1, 0.0, -0.1], [0.0, 0.0, -0.1], [0.1, -0.1, -0.1], [0.0, -0.1, 0.0], [-0.2, -0.1, -0.1], [-0.1, -0.2, -0.1], [0.4, -0.1, -0.3], [0.0, 0.0, 0.1], [0.0, 0.1, 0.1], [0.1, 0.0, 0.1], [0.1, 0.0, 0.0], [0.1, 0.2, 0.0], [0.0, 0.0, 0.1], [0.0, -0.1, 0.0], [0.0, 0.0, 0.0], [0.0, 0.0, 0.0], [0.0, -0.1, 0.0], [-0.1, -0.1, 0.1], [0.0, 0.1, -0.1], [-0.2, 0.0, 0.0], [0.0, 0.0, 0.1], [0.1, 0.1, 0.0], [0.1, 0.0, 0.0], [0.0, 0.0, 0.1], [0.0, -0.1, 0.0], [-0.2, 0.1, 0.2], [-0.1, 0.0, 0.2], [0.1, 0.0, -0.1], [-0.1, 0.1, 0.1], [0.0, 0.0, -0.2], [0.1, 0.1, 0.0], [-0.2, -0.5, -0.5], [-0.1, -0.2, 0.0], [-0.1, -0.1, -0.1], [0.1, 0.1, 0.1], [0.0, 0.0, 0.1], [0.0, 0.1, 0.1], [0.1, 0.0, 0.0], [0.1, 0.1, -0.1], [0.0, 0.0, 0.2], [-0.1, -0.1, 0.0], [0.0, 0.0, 0.0], [0.1, 0.1, 0.0], [0.1, 0.1, -0.1], [0.1, 0.0, 0.0], [0.1, -0.1, -0.1], [0.0, 0.2, 0.0], [0.0, 0.1, 0.0], [0.0, -0.1, 0.0], [0.0, 0.0, 0.0], [0.0, -0.1, 0.1], [-0.1, -0.1, -0.1], [0.1, -0.1, -0.1], [0.0, 0.2, 0.0], [0.1, 0.1, -0.1], [-0.1, -0.1, 0.0], [0.0, 0.0, 0.1], [0.0, -0.1, 0.1], [-0.1, -0.1, -0.1], [0.1, -0.1, 0.0], [0.1, 0.2, 0.0], [0.1, 0.0, 0.1], [-0.1, -0.1, 0.0], [0.0, 0.0, 0.0], [-0.1, 0.0, -0.1], [0.0, -0.1, 0.0], [-0.1, -0.1, 0.1], [-0.2, -0.2, 0.0], [-0.2, 0.0, 0.0], [-0.1, 0.1, 0.0], [0.1, -0.1, 0.0], [0.1, 0.0, -0.1], [0.0, 0.1, 0.0], [0.1, 0.0, 0.1], [-0.1, 0.0, 0.2], [0.0, 0.2, 0.2], [0.1, 0.0, -0.1], [0.2, 0.1, 0.4], [0.0, -0.1, -0.1], [-0.1, 0.1, -0.1], [0.1, 0.1, -0.1]], "mulliken_charge": [-0.94, -0.18, -0.52, 0.22, 0.28, 0.14, -0.58, -0.95, -0.19, -0.94, 0.65, -1.40, -1.05, 0.43, -0.95, -0.59, -0.36, -0.34, 0.26, 0.08, -0.71, 0.13, -0.12, -0.36, -1.07, 0.13, 0.45, -0.66, -0.41, 0.46, 0.49, 0.10, 0.09, 0.34, 0.10, -0.85, 0.59, 0.30, 0.40, 0.46, 0.38, 0.41, 0.33, 0.32, 0.62, 0.48, 0.41, 0.20, 0.27, 0.44, 0.06, 0.42, 0.23, 0.32, 0.19, 0.52, 0.45, -0.09, 0.28, 0.18, 0.49, 0.10, 0.04, -0.50, 0.86, -0.56, -0.40, 0.32, 0.30, -0.03, -0.50, 0.85, -0.44, -0.56, 0.06, 0.32, 0.30, -0.65, 0.93, -0.56, -0.53, 0.31, 0.30, 0.17, -0.46, 0.89, -0.53, -0.56, 0.10, 0.28, 0.28, -0.88, 0.99, -0.57, -0.50, 0.31, 0.31, 0.35, -0.76, 1.04, -0.57, -0.56, 0.37, 0.27, 0.27, -0.69, 0.88, -0.53, -0.53, 0.29, 0.30, 0.28, -0.51, 0.94, -0.54, -0.54, 0.08, 0.28, 0.31, -0.59, 0.86, -0.53, -0.52, 0.30, 0.26, 0.22, -0.64, 0.92, -0.55, -0.49, 0.31, 0.29, 0.15, -0.74, 0.87, -0.51, -0.53, 0.27, 0.30, 0.30, -0.73, 0.81, -0.50, -0.49, 0.31, 0.30, 0.28, -0.76, 0.84, -0.49, -0.55, 0.31, 0.29, 0.30], "energy_ha": -5280.26548, "homo_energy_ev": -8.24}